{"formula": "C4H11NO2", "method": "ωB97M-V with the def2-TZVPD basis set", "relative_energy_ev": 0.896, "total_energy_ha": -364.23525, "total_charge": 0, "spin_multiplicity": 1, "smiles": "CCNC(C)=O.O", "e_lumo_ha": 0.0356, "symbols": ["C", "C", "N", "C", "C", "O", "H", "H", "H", "H", "H", "H", "H", "H", "H", "O", "H", "H"], "positions_angstrom": [[-1.632, -1.861, -1.156], [-0.694, -1.018, -2.071], [-0.647, 0.408, -1.790], [-0.436, 0.893, -0.532], [-0.270, 2.359, -0.390], [-0.360, 0.151, 0.422], [-1.970, -2.668, -1.818], [-2.407, -1.212, -0.784], [-0.989, -2.476, -0.525], [0.303, -1.436, -2.145], [-1.094, -1.118, -3.087], [-0.924, 1.055, -2.495], [0.820, 2.497, -0.308], [-0.562, 3.034, -1.185], [-0.592, 2.760, 0.570], [3.578, -0.437, 5.427], [4.501, -0.178, 5.558], [3.375, -0.753, 6.311]], "forces_ev_per_angstrom": [[1.8630, -0.8473, -1.8455], [-0.9810, -0.1185, -0.6058], [0.1807, -0.0681, 0.5066], [-0.7906, -0.5378, -0.3470], [1.4003, 1.2287, 0.5281], [0.3833, -0.2485, 0.4659], [-0.8397, 0.4098, -0.0075], [-0.2127, -0.4234, 0.6460], [-0.4834, 0.8313, 1.1443], [0.3074, -0.0616, 0.3842], [0.1041, 0.3101, 0.0922], [0.0220, 0.2002, -0.3872], [-0.0552, -0.0490, -0.1753], [-0.4083, -0.2414, -0.3377], [-0.4968, -0.3854, -0.0666], [0.6335, 0.0921, 0.3975], [-0.1683, 0.0709, -0.4446], [-0.4584, -0.1622, 0.0525]]}